Molecular formula: C8H11N2O2
Method: DFT, the ωB97M-V functional and the def2-TZVPD basis

```
23
Properties=species:S:1:pos:R:3:forces:R:3:nbo_charge:R:1
C -0.11938 1.81505 0.63018 1.16 0.40 -0.13 -0.167
C 1.13966 1.41913 0.10372 0.07 0.06 0.15 -0.215
C -1.32938 1.18004 0.69481 -1.55 -1.36 -0.66 0.113
C 1.71056 0.18548 -0.05847 0.60 0.70 0.33 0.054
C 1.09650 -1.11209 0.26817 -0.92 -1.11 -0.49 0.562
C -0.92357 -0.38051 -1.11044 0.15 -0.20 0.41 -0.109
C 3.16137 0.05999 -0.35227 0.15 0.00 -0.19 -0.655
C -2.81976 -0.70051 0.32723 -1.29 -1.58 0.68 -0.456
N -1.74900 0.14262 -0.05227 0.26 2.74 0.22 -0.226
N -0.19725 -1.36222 -0.32111 1.65 -0.16 -0.99 -0.017
O 1.61988 -1.99869 0.87581 0.15 0.44 0.19 -0.414
O -0.81542 -2.41447 -0.07901 0.49 -1.31 0.10 -0.267
H -0.08977 2.77785 1.12499 -0.12 0.07 -0.05 0.258
H 1.82860 2.24840 -0.01405 0.03 -0.01 -0.01 0.250
H -2.07356 1.56672 1.37862 -0.04 -0.11 0.13 0.245
H -0.28410 0.37905 -1.55830 -0.12 -0.14 0.13 0.252
H -1.52797 -0.88895 -1.86869 0.13 0.07 0.30 0.261
H 3.62842 1.02132 -0.54071 -0.01 0.04 -0.02 0.238
H 3.32474 -0.59857 -1.20696 0.03 -0.03 -0.06 0.256
H 3.65492 -0.42630 0.49251 -0.03 -0.02 0.03 0.279
H -3.54166 -0.82424 -0.48082 -0.02 0.20 -0.01 0.240
H -3.30669 -0.36426 1.23750 -0.02 0.22 -0.07 0.237
H -2.38712 -1.72485 0.50956 -0.77 1.11 0.00 0.282
```
Forces are in eV/Å.

⟨S²⟩: 2.05
E_HOMO (alpha / beta): -12.75 / -14.35 eV
2S+1: 3
Kohn-Sham gap (alpha / beta): 8.041 / 7.217 eV
charge: +1
M: 167.19 g mol⁻¹
LUMO (alpha / beta): -4.705 / -7.128 eV
electronic energy: -15538.289 eV